Below is a structure of composition C38H39KN5O8S in a non-equilibrium geometry, with properties calculated with the ωB97M-V functional and the def2-TZVPD basis.

Its total energy is -91032.6540 eV. The value obtained for the gap between HOMO and LUMO is 6.95 eV. Its LUMO energy is 1.93 eV. As for the charge: -1.

Element x y z (Å)
K1 -0.35 -0.57 0.99
C1 -5.52 -1.70 -3.72
C2 -4.67 -1.45 -2.49
C3 -4.48 -0.21 -1.97
C4 -3.75 -0.01 -0.76
C5 -3.38 1.23 -0.23
N1 -3.13 2.38 -0.81
C6 -2.78 2.57 -2.23
C7 -1.25 2.62 -2.37
C8 -0.62 1.22 -2.33
N2 -0.47 0.69 -3.70
C9 0.49 -0.11 -4.12
C10 1.32 -0.94 -3.39
C11 2.55 -1.32 -4.03
C12 3.46 -2.13 -3.43
C13 4.78 -2.47 -4.06
C14 3.12 -2.65 -2.14
C15 1.96 -2.38 -1.49
C16 1.79 -3.01 -0.16
N3 0.83 -2.83 0.64
C17 0.93 -3.52 1.93
C18 -0.42 -3.91 2.53
C19 -1.36 -4.69 1.58
N4 -2.38 -3.77 1.10
C20 -2.53 -3.57 -0.14
C21 -3.35 -2.44 -0.66
C22 -4.02 -2.55 -1.84
C23 -3.25 -1.13 0.02
O1 -2.66 -0.99 1.10
C24 0.94 -1.52 -2.10
O2 -0.20 -1.41 -1.62
H1 -5.82 -0.75 -4.18
H2 -6.43 -2.25 -3.48
H3 -4.98 -2.28 -4.47
H4 -4.95 0.64 -2.45
H5 -3.18 1.24 0.84
H6 -2.64 3.02 -0.17
H7 -3.23 3.49 -2.58
H8 -3.19 1.76 -2.82
H9 -0.84 3.20 -1.54
H10 -0.98 3.14 -3.30
H11 -1.21 0.55 -1.72
H12 0.36 1.25 -1.86
H13 -1.03 1.13 -4.41
H14 0.65 -0.07 -5.19
H15 2.78 -0.90 -5.01
H16 4.88 -2.02 -5.05
H17 4.92 -3.55 -4.16
H18 5.61 -2.10 -3.44
H19 3.83 -3.31 -1.65
H20 2.61 -3.68 0.11
H21 1.41 -2.83 2.63
H22 1.57 -4.41 1.86
H23 -0.95 -3.02 2.86
H24 -0.21 -4.49 3.43
H25 -1.86 -5.48 2.14
H26 -0.79 -5.15 0.77
H27 -1.95 -4.14 -0.88
H28 -4.05 -3.52 -2.33
O3 -0.91 3.86 6.01
C25 -0.60 2.99 5.01
C26 -0.91 3.28 3.68
C27 -0.55 2.34 2.73
N5 0.05 1.19 3.03
C28 0.34 0.93 4.32
C29 0.03 1.81 5.34
C30 1.10 -0.38 4.65
O4 1.15 -0.68 5.86
O5 1.60 -0.95 3.64
C31 -0.84 2.58 1.25
O6 -1.53 3.60 0.95
O7 -0.38 1.72 0.45
H29 -1.35 4.62 5.63
H30 -1.39 4.19 3.37
H31 0.28 1.55 6.36
C32 4.01 0.08 2.02
S1 2.49 0.40 1.14
O8 2.76 0.09 -0.31
C33 2.65 2.21 1.26
C34 2.75 2.87 2.48
C35 2.81 4.26 2.50
C36 2.77 4.98 1.32
C37 2.68 4.31 0.10
C38 2.62 2.92 0.07
H32 4.81 0.66 1.55
H33 4.18 -1.00 1.93
H34 3.87 0.32 3.08
H35 2.77 2.31 3.41
H36 2.88 4.77 3.46
H37 2.79 6.06 1.34
H38 2.64 4.87 -0.83
H39 2.54 2.36 -0.86

---

Below is a structure of composition C38H40N5O5PS2TcTe in a non-equilibrium geometry, with properties calculated with the ωB97M-V functional and the def2-TZVPD basis.

Its total energy is -98183.7193 eV. As for the spin multiplicity: 2. The value obtained for the gap between HOMO and LUMO (spin up / spin down) is 6.15 / 6.13 eV. Its LUMO energy (spin up / spin down) is -6.93 / -7.07 eV. As for the charge: +2.

Element x y z (Å)
Tc1 -0.46 0.39 -0.94
C1 4.43 -2.40 -1.19
C2 4.18 -0.96 -1.41
N1 3.01 -0.38 -1.65
C3 3.21 0.98 -1.74
C4 4.54 1.23 -1.52
N2 5.11 0.00 -1.32
C5 5.41 2.43 -1.33
O1 4.87 3.60 -1.54
O2 6.54 2.24 -0.95
C6 2.09 1.96 -1.94
O3 2.33 3.17 -1.86
O4 0.95 1.46 -2.18
H1 3.57 -2.85 -0.68
H2 5.32 -2.55 -0.58
H3 4.57 -2.93 -2.13
H4 6.11 -0.11 -1.16
H5 3.90 3.54 -1.74
C7 -1.49 3.69 1.31
C8 -0.62 3.79 0.06
C9 -0.06 5.20 -0.15
C10 -1.33 3.30 -1.20
C11 -2.59 4.09 -1.56
O5 -3.66 3.16 -1.29
C12 -3.16 1.97 -1.02
N3 -1.85 1.92 -1.01
C13 -4.14 0.92 -0.76
C14 -5.48 1.25 -1.01
C15 -6.49 0.34 -0.77
C16 -6.18 -0.91 -0.24
C17 -4.86 -1.24 0.02
C18 -3.83 -0.34 -0.25
P1 -2.13 -0.94 0.05
C19 -2.28 -2.57 -0.75
C20 -2.38 -3.78 -0.07
C21 -2.54 -4.96 -0.78
C22 -2.60 -4.95 -2.17
C23 -2.53 -3.74 -2.85
C24 -2.36 -2.56 -2.15
C25 -2.09 -1.21 1.84
C26 -1.06 -1.98 2.39
C27 -0.93 -2.10 3.76
C28 -1.82 -1.45 4.60
C29 -2.84 -0.69 4.07
C30 -2.98 -0.56 2.69
H6 -0.95 4.06 2.18
H7 -1.77 2.66 1.51
H8 -2.40 4.29 1.21
H9 0.22 3.11 0.19
H10 -0.86 5.93 -0.32
H11 0.61 5.23 -1.01
H12 0.49 5.52 0.73
H13 -0.61 3.30 -2.02
H14 -2.65 4.37 -2.61
H15 -2.74 4.97 -0.94
H16 -5.72 2.22 -1.41
H17 -7.52 0.60 -0.99
H18 -6.97 -1.62 -0.04
H19 -4.62 -2.21 0.43
H20 -2.35 -3.80 1.01
H21 -2.62 -5.90 -0.25
H22 -2.73 -5.87 -2.72
H23 -2.61 -3.72 -3.93
H24 -2.34 -1.61 -2.68
H25 -0.36 -2.48 1.73
H26 -0.13 -2.71 4.18
H27 -1.71 -1.54 5.68
H28 -3.54 -0.18 4.72
H29 -3.78 0.04 2.29
C31 3.38 -0.62 2.45
N4 3.30 0.75 1.99
C32 4.37 1.71 2.28
C33 3.80 3.04 1.78
N5 2.53 2.62 1.18
C34 2.26 1.34 1.40
S1 0.76 0.52 1.19
H30 4.37 -1.02 2.22
H31 2.62 -1.21 1.96
H32 3.23 -0.67 3.53
H33 5.29 1.42 1.76
H34 4.59 1.72 3.35
H35 4.44 3.52 1.04
H36 3.62 3.74 2.59
H37 1.92 3.28 0.72
Te1 0.98 -1.23 -2.47
C35 1.24 -3.22 -1.95
C36 1.17 -3.82 -0.71
C37 1.34 -5.21 -0.78
C38 1.53 -5.65 -2.06
S2 1.52 -4.39 -3.19
H38 1.01 -3.26 0.20
H39 1.33 -5.86 0.08
H40 1.68 -6.67 -2.39